A single C22H47BBrO9P molecule. Source: the Open Molecules 2025 dataset; level of theory: the ωB97M-V functional and the def2-TZVPD basis.

Structure (XYZ):
```
81
Properties=species:S:1:pos:R:3:mulliken_charge:R:1
C -1.2348 2.5378 5.2288 -0.827
C 0.0523 3.3330 4.5198 -0.472
C 1.0189 2.2526 3.6873 0.162
C 2.2124 3.0754 2.9174 -0.633
C 3.5064 2.1233 2.4806 -0.546
C 3.5356 1.7720 0.8746 -0.658
C 2.0028 1.4651 0.2998 0.583
C 1.9751 0.6296 -1.1076 1.194
C 3.2514 1.2453 -2.0042 -1.100
C 3.0640 1.0609 -3.6212 -0.047
C 1.7556 1.8981 -4.2423 -0.744
Br 3.1038 -0.8247 -4.2839 -0.153
O 2.1503 -0.7845 -1.0645 -0.296
C 1.1160 -1.6267 -0.4976 0.026
C -0.4068 -1.4886 -1.0547 0.286
C -0.3409 -1.3864 -2.7238 1.351
C -1.7721 -1.0317 -3.4295 -0.582
O -2.8018 -2.0735 -3.3691 -0.568
C -1.1998 -0.1038 -0.5220 -0.043
C -2.7041 -0.4083 0.0531 0.222
C -3.3328 1.0821 0.4804 0.005
C -4.9799 1.1171 0.2984 -0.404
O -5.6576 1.1394 1.6042 -0.388
C -5.4614 2.4268 2.2908 -0.470
O -1.3701 -2.5119 -0.7359 0.015
C -0.9940 -3.8864 -0.7228 -0.197
C -0.9578 -4.7059 -2.1403 -0.336
B 0.5248 -5.4766 -2.2893 0.750
O 1.3697 -5.3777 -3.5242 -0.583
O 1.0869 -6.3533 -1.2015 -0.663
P 1.2328 -1.8365 1.4400 0.839
O -0.0731 -1.3791 2.1997 -0.668
O 2.7021 -1.0793 2.0949 -0.514
O 1.4515 -3.5426 1.8981 -0.548
H -1.8180 1.8526 4.4648 0.151
H -0.8737 1.8696 6.1390 0.268
H -1.9660 3.3698 5.6342 0.309
H 0.6686 3.9769 5.2792 0.287
H -0.4481 3.9979 3.6642 0.225
H 0.2694 1.6908 2.9522 -0.303
H 1.4252 1.4382 4.4240 0.243
H 1.8089 3.7206 1.9989 0.219
H 2.6491 3.8485 3.6990 0.390
H 3.5567 1.1817 3.1819 0.167
H 4.4765 2.7677 2.7257 0.396
H 4.2584 0.8441 0.6712 0.143
H 4.0208 2.7047 0.3181 0.351
H 1.5545 2.5440 0.0543 0.461
H 1.3332 1.0331 1.1563 -1.039
H 1.0223 1.0392 -1.7006 -0.401
H 4.2548 0.7083 -1.6734 0.234
H 3.3795 2.4192 -1.8269 0.305
H 4.0062 1.6009 -4.1189 0.405
H 2.1034 2.5126 -5.1953 0.328
H 0.8579 1.1811 -4.5103 0.145
H 1.4267 2.6953 -3.4175 0.197
H 1.4793 -2.7134 -0.8572 0.161
H 0.4038 -0.5231 -3.0820 -0.971
H 0.1557 -2.3762 -3.1718 -0.298
H -1.5322 -0.8806 -4.5906 0.378
H -2.2715 -0.0274 -3.0891 0.161
H -3.2674 -2.1158 -2.4839 0.325
H -0.6023 0.4003 0.3812 -0.918
H -1.1952 0.7433 -1.3640 0.322
H -2.7313 -1.1060 1.0057 0.182
H -3.4595 -0.8459 -0.7254 -0.215
H -2.9148 1.8273 -0.3533 0.206
H -2.9607 1.4521 1.5263 -0.048
H -5.2718 2.1018 -0.3073 0.309
H -5.3555 0.1889 -0.3508 0.219
H -4.5534 2.2815 3.0458 0.093
H -5.1297 3.3087 1.5737 0.269
H -6.4111 2.7976 2.8818 0.254
H -1.8127 -4.4636 -0.0661 0.277
H 0.0281 -4.1683 -0.1736 0.063
H -1.7533 -5.5917 -2.1209 0.269
H -1.1847 -4.0851 -3.0987 0.138
H 1.5338 -4.4158 -3.7646 0.324
H 1.2075 -7.2896 -1.5456 0.296
H 3.3882 -1.0702 1.3649 0.364
H 2.4189 -3.7068 1.6120 0.364
```

## Properties
Structure (SMILES): CCCCCCC[C@@H](C[C@H](C)Br)O[C@H]([C@](CCO)(CCCCOC)OCCB(O)O)P(=O)(O)O
Multiplicity: 1
HOMO (eV): -9.53
Molar mass (g/mol): 577.30
E (hartree): -4483.534368

6 unconnected molecules or ions with the total composition C22H47BrF5N2O11P2. Source: the Open Molecules 2025 dataset; level of theory: the ωB97M-V functional and the def2-TZVPD basis.

Structure (XYZ):
```
90
Properties=species:S:1:pos:R:3:mulliken_charge:R:1
N -5.7057 1.0545 2.9658 -0.715
P -7.0576 -0.1109 2.6238 0.466
N -8.2067 1.2468 2.7146 -0.866
P -5.4982 -1.6639 2.3700 0.300
O -4.4405 -1.7074 3.7645 -0.550
Br -4.2042 -0.9422 0.5941 -0.394
C -8.4031 -1.4122 2.2399 0.453
F -7.6584 -2.6668 1.8441 -0.300
F -9.2380 -1.0816 1.0246 -0.312
C -9.3407 -1.8404 3.5165 0.569
F -8.6977 -2.8913 4.3757 -0.246
F -9.7535 -0.7248 4.3973 -0.234
F -10.6127 -2.4709 3.0173 -0.294
H -5.2134 0.7964 3.8492 0.263
H -6.1350 1.9884 3.1453 0.265
H -7.1577 -0.4256 4.0333 -0.196
H -6.9430 0.1659 1.1858 -0.122
H -9.1986 0.9653 2.5572 0.304
H -8.1870 1.5509 3.7346 0.302
H -4.4568 -2.6041 4.2149 0.290
O -3.0937 -4.5585 3.1581 -0.646
C -2.0549 -3.9452 2.9311 0.354
O -0.8552 -4.5187 3.1737 -0.355
C 0.4115 -3.9653 2.7717 -0.083
C 0.9155 -2.9697 3.7961 -0.799
C -2.0967 -2.5169 2.4707 0.407
H 0.3540 -3.5427 1.7634 0.264
H 1.1111 -4.8058 2.7133 0.056
H 0.2388 -2.1174 3.8980 0.217
H 1.9039 -2.5948 3.5148 0.209
H 0.9840 -3.4381 4.7836 0.387
H -2.2061 -1.8624 3.3391 0.418
H -2.9626 -2.3913 1.8133 -0.311
H -1.2277 -2.2170 1.8888 -0.132
O -0.8482 1.1805 3.0681 -0.621
C -0.0671 1.0450 2.1309 0.689
O 0.5337 -0.1451 1.9079 -0.267
C 1.3127 -0.4612 0.7392 -0.360
C 2.7476 -0.0055 0.9071 -1.006
C 0.3080 2.2191 1.2739 -0.707
H 0.8446 -0.0607 -0.1657 0.382
H 1.2915 -1.5515 0.6397 0.262
H 2.8158 1.0791 1.0243 0.287
H 3.3483 -0.2983 0.0412 0.351
H 3.1869 -0.4484 1.8072 0.293
H 1.1083 2.7801 1.7631 0.260
H -0.5704 2.8632 1.1672 0.363
H 0.6101 1.9480 0.2645 0.102
O 0.6518 3.8180 -0.9194 -0.544
C 1.4329 3.6825 -1.8566 0.669
O 2.0337 2.4924 -2.0796 -0.318
C 2.8127 2.1763 -3.2483 -0.189
C 4.2476 2.6320 -3.0804 -1.139
C 1.8080 4.8566 -2.7136 -0.196
H 2.3446 2.5768 -4.1532 0.348
H 2.7915 1.0860 -3.3478 0.339
H 4.3158 3.7166 -2.9632 0.266
H 4.8483 2.3392 -3.9463 0.358
H 4.6869 2.1891 -2.1803 0.346
H 2.6083 5.4176 -2.2244 0.302
H 0.9296 5.5007 -2.8203 0.421
H 2.1101 4.5855 -3.7230 -0.634
O 4.9174 -2.6965 1.2328 -0.550
C 4.9468 -3.8884 1.5250 0.785
O 4.2789 -4.3436 2.6084 -0.313
C 4.0947 -5.7347 2.9301 -0.326
C 5.2844 -6.2738 3.6974 -1.161
C 5.7988 -4.8454 0.7427 -1.046
H 3.8697 -6.3196 2.0325 0.414
H 3.2036 -5.7895 3.5642 0.294
H 6.2022 -6.2255 3.1057 0.293
H 5.1151 -7.3144 3.9889 0.373
H 5.4592 -5.6787 4.6000 0.327
H 6.8241 -4.8039 1.1190 0.272
H 5.7877 -4.5383 -0.3077 0.308
H 5.4389 -5.8719 0.7627 0.356
O 2.3403 3.4477 -5.7673 -0.599
C 2.1580 4.3893 -6.5333 0.650
O 1.5399 4.1959 -7.7198 -0.359
C 1.1125 5.2515 -8.6004 -0.400
C 2.2465 5.6958 -9.5013 -0.934
C 2.6999 5.7517 -6.2110 -0.768
H 0.6707 6.0794 -8.0367 0.359
H 0.3080 4.8341 -9.2150 0.297
H 3.0804 6.1080 -8.9275 0.267
H 1.9020 6.4575 -10.2067 0.352
H 2.6421 4.8451 -10.0663 0.296
H 3.7482 5.8029 -6.5159 0.245
H 2.6314 5.9034 -5.1293 0.216
H 2.1418 6.5662 -6.6678 0.327
```

## Properties
Multiplicity: 1
HOMO (eV): -3.44
Molar mass (g/mol): 752.46
E (hartree): -5559.599059
Charge: -1

| no. | F_max (eV/Å) |
| --- | --- |
| 1 | 5.6 |
| 2 | 5.1 |